No. 1
ORCA calculation (wB97M-V/def2-TZVPD) on one molecule with the formula C2H3ClS2 at a distorted geometry.

XYZ file:
```
8
Properties=species:S:1:pos:R:3:forces:R:3
Cl 1.537 -1.302 -0.298 0.0 0.7 -0.3
S -0.447 0.947 -0.764 -1.8 -1.9 1.3
S -3.093 -0.346 0.323 -2.8 0.1 -0.2
C -1.571 -0.423 0.185 4.2 1.7 0.0
C 1.187 0.514 -0.222 0.0 -1.7 3.6
H 1.789 0.988 -0.923 1.5 0.8 -1.0
H -0.946 -1.093 0.798 0.1 0.2 -0.8
H 1.543 0.714 0.900 -1.2 0.1 -2.6
```
Forces are in eV/Å.

Properties
- maximum force (eV/Å) = 4.52
- calculated total energy (eV) = -36313.837
- gap between HOMO and LUMO (eV) = 8.580

Computed Mulliken charges, given in elementary charges: number 1, Cl, carries -0.19; number 2, S, carries -0.04; number 3, S, carries -0.19; number 4, C, carries -0.04; number 5, C, carries -0.41; number 6, H, carries 0.30; number 7, H, carries 0.26; number 8, H, carries 0.31

***

No. 2
ORCA calculation (wB97M-V/def2-TZVPD) on an isolated ion of composition C4H9F3O6PS and charge +1 at a distorted geometry.

XYZ file:
```
24
Properties=species:S:1:pos:R:3:forces:R:3
S -1.408 -2.658 -0.591 0.3 0.1 1.3
P -0.030 -0.202 0.083 0.2 0.6 1.6
F -0.503 -3.752 -2.853 -0.6 0.5 0.3
F -2.582 -4.106 -2.319 -0.1 -0.5 -0.1
F -2.038 -2.191 -3.119 0.5 -0.1 0.0
O 1.126 0.489 -0.615 0.0 1.0 -0.3
O -2.570 -2.221 0.089 -0.6 0.7 -1.1
O -1.158 0.808 0.298 0.9 0.2 0.8
O 0.312 -0.796 1.498 0.9 -0.2 -2.6
O -0.470 -1.278 -0.951 -0.4 -1.4 0.0
O -0.586 -3.548 0.122 1.0 -0.7 -0.5
C 0.039 -0.197 2.774 -3.4 0.8 0.3
C -2.056 1.459 -0.598 -1.0 1.7 -0.8
C -1.625 -3.223 -2.402 -0.2 0.4 0.3
C 2.510 0.221 -0.821 2.0 0.4 -1.5
H 0.638 0.695 3.045 -0.1 -0.8 -0.5
H 0.033 -0.989 3.534 0.5 0.3 -0.4
H -2.166 0.797 -1.453 -0.4 0.2 -0.1
H 2.713 -0.808 -0.591 0.2 -0.5 -0.1
H -1.786 2.533 -0.952 0.3 -2.0 0.8
H -1.066 0.083 2.599 1.7 0.1 1.2
H 2.894 0.479 -1.885 -1.4 -0.6 1.6
H -2.980 1.579 -0.007 0.3 -0.3 -0.6
H 3.125 0.855 -0.184 -0.4 0.0 0.3
```
Forces are in eV/Å.

Properties
- maximum force (eV/Å) = 3.51
- total charge = +1
- calculated total energy (eV) = -44848.719
- gap between HOMO and LUMO (eV) = 13.223

Computed Mulliken charges, given in elementary charges: number 1, S, carries 0.98; number 2, P, carries 0.85; number 3, F, carries -0.17; number 4, F, carries -0.15; number 5, F, carries -0.18; number 6, O, carries -0.32; number 7, O, carries -0.53; number 8, O, carries -0.27; number 9, O, carries -0.23; number 10, O, carries 0.00; number 11, O, carries -0.50; number 12, C, carries -0.57; number 13, C, carries -0.58; number 14, C, carries 0.74; number 15, C, carries -0.62; number 16, H, carries 0.29; number 17, H, carries 0.26; number 18, H, carries 0.27; number 19, H, carries 0.33; number 20, H, carries 0.25; number 21, H, carries 0.29; number 22, H, carries 0.26; number 23, H, carries 0.28; number 24, H, carries 0.31

***

No. 3
ORCA calculation (wB97M-V/def2-TZVPD) on a 3-piece molecular cluster, C30H39BF7NO10S overall at a distorted geometry.

XYZ file:
```
89
Properties=species:S:1:pos:R:3:forces:R:3
S 0.161 0.555 -2.870 0.0 0.0 0.1
F 2.634 -1.719 4.098 -0.1 -0.3 0.4
F 0.573 -1.450 3.518 -0.1 -0.3 0.0
F -4.750 9.989 2.678 0.0 -0.1 -0.2
F -4.030 8.347 3.878 0.1 -0.1 -0.1
F -2.727 10.010 3.419 0.1 -0.1 -0.1
F -5.093 -1.987 -1.651 0.0 0.0 -0.3
F 1.162 -1.167 5.572 0.0 -0.2 0.1
O 0.955 -5.973 -2.072 -0.2 0.4 -0.3
O -3.343 -0.172 0.736 0.0 -0.2 -0.2
O 0.078 4.293 -2.857 0.0 -0.6 0.4
O -3.887 8.370 0.667 -0.2 0.2 0.2
O 4.174 -3.067 -0.458 0.2 0.8 -0.3
O -2.010 7.989 1.845 -0.2 0.0 0.3
O -0.039 -3.541 5.419 0.0 0.3 -0.2
O 1.805 -4.295 4.376 0.2 0.3 -0.1
O 2.023 -6.887 -2.129 0.6 -0.9 0.5
O 1.397 3.924 -0.918 0.1 -0.1 -0.7
N -1.780 -1.119 -1.269 0.4 0.8 -1.0
C 0.882 -3.644 -1.496 0.7 -1.8 0.4
C -0.866 8.148 -0.299 -0.1 0.3 0.0
C 2.129 3.395 -3.979 0.2 -0.1 -0.3
C 1.122 -5.067 -0.979 0.0 1.2 -0.2
C 0.447 -1.128 -2.341 -0.4 1.8 -0.3
C -3.786 -2.468 -1.782 0.7 -0.4 -0.1
C 4.316 -1.924 0.368 -0.4 0.2 1.4
C 4.324 -2.824 -1.842 -0.4 -1.4 -0.4
C -0.299 -3.027 -1.188 -0.5 0.2 0.3
C -2.841 -1.353 -2.281 -0.4 -0.4 0.4
C -0.447 -4.892 5.703 -0.2 -0.6 0.2
C -2.460 0.692 0.134 -0.5 0.0 0.3
C -1.499 2.872 -0.032 0.1 0.7 0.0
C 1.374 -1.919 4.485 0.2 0.9 -0.1
C -1.459 7.233 0.750 0.4 -0.3 -0.5
C -3.739 -3.730 -2.633 -0.3 0.2 0.6
C -0.694 2.485 -1.088 0.3 0.4 -0.4
C 0.275 -5.437 6.916 0.3 0.2 0.0
C 3.146 -1.929 1.363 0.4 -0.7 -0.8
C 1.101 -3.405 4.752 -0.3 -0.6 0.2
C 1.880 -3.019 -2.234 0.4 0.0 -0.7
C 0.638 3.738 -4.058 0.1 0.6 -0.5
C -0.539 -1.735 -1.610 -0.5 -0.5 0.5
C -0.811 1.168 -1.495 0.8 -0.6 -0.9
C -1.656 0.256 -0.900 -0.4 -0.8 0.5
C -3.689 9.224 2.921 -0.2 0.5 0.5
C 1.637 -1.731 -2.665 0.1 0.0 -0.1
C -3.225 8.490 1.655 0.4 -0.4 -0.4
C -2.374 1.998 0.550 -0.8 0.3 0.9
C 3.225 -3.642 -2.565 0.0 0.9 0.5
B 0.285 3.589 -1.688 0.3 0.0 0.0
H -0.383 7.565 -1.083 0.0 0.0 0.0
H 3.203 -1.113 2.075 -0.1 0.1 -0.3
H -1.056 -3.520 -0.584 0.1 0.0 0.0
H -3.016 2.333 1.360 0.1 -0.1 0.0
H 0.390 -5.267 -0.189 0.2 -0.3 -0.1
H 5.230 -1.963 0.983 0.1 -0.2 -0.4
H -1.635 8.772 -0.756 0.0 -0.1 0.0
H 0.021 2.899 -4.401 0.2 -0.1 0.2
H 1.348 -5.508 6.736 0.0 -0.1 -0.1
H 3.256 -4.675 -2.228 0.3 0.0 -0.2
H 2.208 -1.967 0.797 0.0 0.4 0.2
H -1.444 3.888 0.352 0.0 -0.1 0.0
H 2.565 3.573 -4.969 -0.1 -0.1 0.1
H -2.215 6.572 0.326 -0.2 0.2 0.1
H 2.338 2.353 -3.725 -0.2 0.1 0.1
H -0.131 8.817 0.150 0.1 -0.1 0.0
H -0.679 6.605 1.176 -0.1 0.1 0.3
H -2.717 -4.122 -2.591 -0.1 0.1 -0.2
H -3.447 -0.457 -2.446 0.2 0.0 0.2
H 3.208 -2.870 1.922 0.0 0.2 0.0
H -4.239 0.171 0.633 0.1 0.0 0.1
H 0.534 4.510 -4.826 -0.2 0.0 0.3
H -0.099 -6.428 7.169 0.0 0.0 0.0
H 4.364 -0.977 -0.181 -0.1 -0.3 -0.3
H -0.298 -5.525 4.828 0.2 0.1 -0.1
H 1.971 3.151 -0.835 -0.2 0.1 0.6
H 0.135 -4.776 7.773 -0.1 0.0 0.0
H 2.596 -6.613 -2.861 -0.4 0.4 -0.1
H -4.378 -4.479 -2.154 -0.1 0.0 -0.3
H 2.141 -5.083 -0.590 -0.2 -0.5 0.1
H 4.176 -1.780 -2.131 0.3 0.0 0.3
H 2.347 -1.159 -3.257 0.1 -0.2 0.1
H 2.674 4.043 -3.288 -0.3 0.0 0.0
H 3.450 -3.549 -3.635 -0.3 -0.3 0.1
H 5.297 -3.202 -2.186 0.0 0.4 0.1
H -4.041 -3.546 -3.666 0.0 -0.1 0.1
H -2.382 -1.608 -3.244 -0.1 -0.1 0.1
H -3.470 -2.736 -0.769 0.0 0.2 0.0
H -1.518 -4.848 5.894 0.0 0.3 0.0
```
Forces are in eV/Å.

Properties
- maximum force (eV/Å) = 1.96
- calculated total energy (eV) = -84240.874
- gap between HOMO and LUMO (eV) = 8.606

Computed Mulliken charges, given in elementary charges: number 1, S, carries -0.49; number 2, F, carries -0.25; number 3, F, carries -0.27; number 4, F, carries -0.24; number 5, F, carries -0.25; number 6, F, carries -0.25; number 7, F, carries -0.43; number 8, F, carries -0.27; number 9, O, carries -0.16; number 10, O, carries -0.51; number 11, O, carries -0.56; number 12, O, carries -0.50; number 13, O, carries -0.28; number 14, O, carries -0.34; number 15, O, carries -0.31; number 16, O, carries -0.51; number 17, O, carries -0.45; number 18, O, carries -0.65; number 19, N, carries 1.02; number 20, C, carries 0.63; number 21, C, carries -1.16; number 22, C, carries -0.83; number 23, C, carries -1.42; number 24, C, carries 1.48; number 25, C, carries 0.44; number 26, C, carries -0.45; number 27, C, carries -0.59; number 28, C, carries -0.55; number 29, C, carries -0.65; number 30, C, carries -0.20; number 31, C, carries 0.36; number 32, C, carries -0.89; number 33, C, carries 0.99; number 34, C, carries -0.10; number 35, C, carries -1.32; number 36, C, carries 0.27; number 37, C, carries -1.11; number 38, C, carries -0.78; number 39, C, carries 0.30; number 40, C, carries 0.90; number 41, C, carries -0.25; number 42, C, carries -2.67; number 43, C, carries 1.25; number 44, C, carries -1.09; number 45, C, carries 0.87; number 46, C, carries -0.47; number 47, C, carries 0.35; number 48, C, carries -0.91; number 49, C, carries -1.06; number 50, B, carries 0.73; number 51, H, carries 0.32; number 52, H, carries 0.46; number 53, H, carries 0.55; number 54, H, carries 0.44; number 55, H, carries 0.44; number 56, H, carries 0.30; number 57, H, carries 0.34; number 58, H, carries 0.28; number 59, H, carries 0.31; number 60, H, carries 0.13; number 61, H, carries 0.07; number 62, H, carries 0.45; number 63, H, carries 0.39; number 64, H, carries 0.30; number 65, H, carries 0.09; number 66, H, carries 0.33; number 67, H, carries 0.35; number 68, H, carries 0.27; number 69, H, carries 0.54; number 70, H, carries 0.26; number 71, H, carries 0.34; number 72, H, carries 0.36; number 73, H, carries 0.37; number 74, H, carries 0.33; number 75, H, carries 0.32; number 76, H, carries 0.34; number 77, H, carries 0.30; number 78, H, carries 0.34; number 79, H, carries 0.40; number 80, H, carries 0.57; number 81, H, carries 0.39; number 82, H, carries 0.54; number 83, H, carries 0.30; number 84, H, carries 0.37; number 85, H, carries 0.44; number 86, H, carries 0.36; number 87, H, carries 0.47; number 88, H, carries 0.18; number 89, H, carries 0.32